# C31H39N4O3P2PtS

A molecular structure, C31H39N4O3P2PtS (the ωB97M-V functional and the def2-TZVPD basis, the Open Molecules 2025 dataset).

As for the HOMO energy: -10.42 eV. The HOMO-LUMO gap is 0.23642 Eh. The calculation puts the total energy at -2849.393058 Eh. The calculation puts the relative energy (zero: lowest compared OMol25 entry of this formula, charge and spin) at 383.3 kJ/mol.

```
! RIJCOSX wB97M-V def2-TZVPD def2/J DEFGRID3
* xyz 1 1
Pt -0.57273 0.08699 0.80011
S -3.70664 2.05868 -2.40009
P 0.05291 -2.72547 0.73820
P -0.97595 -1.98819 -1.21792
O -4.48891 0.86762 -2.60572
O -0.48619 1.71766 -0.64493
O -3.86068 3.14005 -3.32256
N -3.27114 -0.85372 0.08080
N 0.87891 1.17599 1.95368
N -1.99977 -1.78960 2.54611
N -2.12281 1.65116 -2.22626
C -1.38279 -5.05656 0.47566
C 1.09417 -5.26671 0.33404
C -2.56824 2.91050 1.21907
C -3.85435 -0.82661 1.24517
C 1.59706 -2.21291 1.53590
C -5.04997 3.13716 -0.10522
C 1.68022 2.06376 1.34376
C -1.94709 -1.23412 0.10462
C -3.98285 -1.22332 3.71982
C 1.87887 1.76572 4.03663
C -1.68886 1.94125 -1.03056
C -2.55882 -1.59911 -3.27581
C -5.21556 -0.34219 1.31284
C -5.86789 -0.29740 2.48561
C 2.72494 2.67990 3.41680
C -5.23941 -0.74562 3.70937
C 0.98149 1.03930 3.28104
C -0.00846 -4.73832 2.55023
C 0.18121 -0.95160 -2.13555
C -4.91097 3.51840 1.22548
C 2.60599 2.81611 2.03592
C 3.72126 3.48643 4.19218
C -1.27605 -3.78620 -3.36099
C -3.68691 3.40594 1.87956
C -1.32733 -1.75459 1.34272
C -3.30246 -3.50083 -1.87613
C -0.06314 -4.54209 1.02603
C -2.06791 -2.82634 -2.47506
C -3.20926 -1.29540 2.50174
C -2.71222 2.52069 -0.10112
C -3.93083 2.63632 -0.73648
H -2.24657 -4.54724 0.90803
H -5.76407 3.91776 1.75829
H -3.87475 -2.81360 -1.25442
H -5.65314 -0.00670 0.38137
H 3.60935 4.54821 3.97202
H 2.00526 -1.31074 1.08745
H -0.35876 -0.05644 -2.45771
H -5.80657 -0.69564 4.62943
H 1.91124 1.62039 5.10808
H -3.25700 -1.98700 -4.02106
H 0.30606 0.32674 3.73880
H -0.46467 -3.28889 -3.89226
H 0.96438 -4.47416 2.96541
H 0.56673 -1.49705 -2.99644
H -0.86411 -4.62545 -2.79640
H 0.99158 -0.63447 -1.48364
H -1.47408 -6.12169 0.69731
H -3.50415 -1.56900 4.62634
H -3.09010 -4.40641 -1.31937
H 1.53587 2.17500 0.27795
H -5.99435 3.23328 -0.62424
H -0.17689 -5.79577 2.76340
H -3.93927 -3.78371 -2.71668
H 2.06964 -4.95873 0.70887
H -1.60746 2.84196 1.71474
H 3.22566 3.51855 1.49431
H 3.60712 3.34014 5.26405
H 1.27353 -1.98741 2.55525
H -6.88112 0.07905 2.53121
H -1.76405 -1.08212 -3.80894
H 2.33993 -3.00611 1.53249
H -3.60564 3.72186 2.91144
H 1.07660 -5.11631 -0.74851
H -3.10523 -0.87977 -2.66318
H -1.95159 -4.19690 -4.11332
H -1.40211 -4.95379 -0.60744
H -0.78069 -4.16095 3.06248
H 4.73714 3.20243 3.91328
H 0.99952 -6.33833 0.51816
*
```